Record 1
{"formula": "C33H60FNSb2Si2Tl", "method": "ωB97M-V with the def2-TZVPD basis set", "de_lowest_kj_mol": 0.0, "homo_lumo_gap_ev": 5.9, "total_charge": -1, "e_homo_ev": -3.36, "total_energy_ev": -72927.860, "species": ["H", "C", "H", "Sb", "H", "C", "H", "N", "C", "H", "C", "H", "C", "C", "H", "C", "C", "H", "H", "H", "C", "H", "H", "H", "H", "H", "C", "H", "C", "C", "H", "H", "H", "H", "H", "H", "H", "H", "C", "H", "Sb", "H", "H", "H", "H", "H", "C", "C", "C", "H", "C", "C", "H", "H", "H", "H", "H", "C", "Si", "C", "C", "H", "H", "H", "C", "C", "H", "H", "H", "H", "H", "H", "C", "C", "H", "H", "C", "Tl", "C", "C", "H", "H", "H", "H", "H", "H", "H", "H", "H", "F", "H", "C", "Si", "H", "H", "C", "C", "C", "C", "H"], "xyz": [[-2.5685, -4.9136, -0.3594], [3.0032, -2.7390, 4.8724], [-3.5113, 1.0783, -5.0714], [-0.3036, 0.4651, 3.9438], [5.6348, 0.9808, -1.1875], [-4.4654, -0.7427, 0.7389], [2.4279, 0.0251, -2.2755], [-2.0447, -1.1211, 0.8435], [5.6787, 1.2843, -0.1474], [0.0140, 0.7516, 6.7108], [-2.9311, -3.5010, 2.5126], [-0.6962, -0.8326, 6.3782], [0.8405, 2.8071, -4.5892], [4.4934, 0.6716, 2.7754], [-2.2454, -3.5834, -1.4502], [0.3972, 2.6857, -3.1313], [-2.9913, 1.0589, 1.1421], [3.3855, -1.7476, 1.1001], [-0.2708, 3.1261, 3.2850], [-3.0874, 1.5770, -1.4383], [0.6809, -0.5253, -3.4414], [5.9438, 2.3361, -0.1055], [2.5061, 0.5548, -3.9537], [3.1942, -1.3945, -0.6128], [-2.8514, -4.5813, 2.5998], [2.6441, -3.6024, 5.4146], [3.9113, -0.4842, 3.4875], [2.7547, -1.1384, -3.5636], [2.2878, -1.5581, 4.8940], [1.6050, 2.9623, -2.2304], [-0.0715, -4.3226, 1.4918], [4.8146, -1.4910, 0.0839], [-0.5833, -1.2228, -5.0616], [-6.5283, -0.2449, 0.6433], [0.8314, -1.7440, -1.6518], [-2.5091, -3.0625, 3.4122], [4.7436, -3.7267, 4.0993], [-3.9871, -3.2506, 2.4938], [-0.1851, -3.2896, 1.1773], [0.0163, 2.5877, -5.2612], [3.6830, 0.9357, 0.7221], [2.0068, 3.9606, -2.4156], [-6.1699, 2.1589, 1.1200], [0.4864, 0.1086, -5.5116], [1.9438, 1.2460, 5.2764], [-4.6394, -1.7881, 0.5430], [-2.8210, -0.5850, -3.0976], [-5.3313, 1.4810, 1.0593], [1.8704, 0.8003, 4.2827], [1.3735, -1.5050, 5.4663], [-0.7110, 0.2178, 6.1072], [3.7902, -1.1862, 0.2664], [2.4088, 2.2513, -2.3913], [0.9048, -2.6737, -3.1461], [-3.8307, 2.9886, 1.4289], [-0.6343, -2.0371, -2.5718], [0.2813, -2.6636, 1.9351], [4.1742, -2.8086, 4.1379], [-2.0249, -2.8218, 0.9549], [-3.1253, -0.3257, 0.9035], [2.1772, -0.2473, -3.3014], [-1.7584, 2.7604, 4.1498], [1.1803, 3.8252, -4.7966], [5.5336, -1.7387, 2.8963], [-2.4614, 1.1874, -4.7862], [-3.2078, 1.7492, -2.5024], [6.4356, 0.7008, 0.3686], [1.3149, 2.9032, -1.1812], [-2.1719, 2.2168, -4.9831], [-1.3901, 3.8161, -3.5979], [-0.0715, 4.7922, -2.9689], [-3.0176, 2.7981, -2.7031], [2.7046, -0.4238, 4.2040], [0.4235, -1.8194, -2.6627], [1.1307, -1.5213, -5.3152], [4.3228, 1.6093, 3.2984], [-0.6871, 2.5999, 4.1343], [0.1997, 0.0334, 0.2779], [-5.5241, 0.1313, 0.8029], [-2.2831, 0.8328, -3.3096], [-1.7019, 0.6059, 6.3130], [-3.7893, -3.6926, -0.6457], [-1.0060, 3.7653, -1.8743], [-1.8728, 0.5382, -5.4253], [1.6605, 2.1341, -4.8214], [5.5665, 0.5332, 2.6507], [2.1724, 1.5422, 3.5463], [-0.2515, 2.9780, 5.0532], [-2.2827, -1.3124, -3.6992], [-1.7055, 1.5669, 1.3338], [0.3704, -3.1689, 0.2529], [0.4078, -0.8000, -4.9215], [-0.4284, 0.9334, -2.5464], [-3.8746, -0.6333, -3.3829], [-2.7420, -0.8668, -2.0492], [-4.0364, 1.9443, 1.2355], [-2.7236, -3.8510, -0.5154], [4.6116, -1.6891, 3.4610], [-0.5821, 3.8303, -2.8735], [-4.2515, 1.5469, -2.7549]], "mulliken_charge": [0.41, -0.96, 0.50, 0.55, 0.38, -0.14, -0.13, 0.54, -1.50, 0.41, -1.10, 0.38, -1.83, -1.94, 0.23, 2.73, -0.19, 0.19, 0.34, 0.27, 3.15, 0.40, 0.35, 0.27, 0.36, 0.42, 0.64, 0.58, -0.24, -1.90, 0.51, 0.47, 0.38, 0.37, -0.55, 0.22, 0.39, 0.33, -0.82, 0.24, 0.77, 0.51, 0.36, 0.26, 0.41, 0.32, -2.03, -0.56, -1.62, 0.42, -1.48, -1.02, 0.27, 0.65, 0.45, -0.28, -0.01, -0.62, 0.11, 0.40, -2.00, 0.40, 0.54, 0.32, -1.86, -2.04, 0.43, 0.22, 0.29, 0.41, 0.61, 0.33, 1.17, -0.96, 0.58, 0.59, -1.43, 0.62, -1.01, 2.69, 0.43, 0.31, 0.29, 0.31, 0.27, 0.63, 0.38, 0.45, 0.30, -0.32, 0.26, -1.92, -1.30, 0.62, 0.16, -0.44, -1.10, -0.50, -2.28, 0.53]}

Record 2
{"formula": "C5H7Br3N2", "method": "ωB97M-V with the def2-TZVPD basis set", "de_lowest_kj_mol": 33.7, "homo_lumo_gap_ev": 9.5, "total_charge": 2, "e_homo_ev": -17.10, "total_energy_ev": -218384.314, "species": ["H", "N", "H", "N", "C", "H", "C", "Br", "C", "H", "Br", "H", "C", "Br", "C", "H", "H"], "xyz": [[2.5362, 0.8069, 1.8035], [-3.3625, -0.4447, -2.2069], [2.1767, -0.9228, 1.9227], [1.0782, 0.1177, 0.4672], [-3.8837, -0.3105, -1.1839], [2.5454, -1.0002, -0.5308], [-0.1234, 0.9819, 0.2998], [-4.7184, -0.1172, 0.3129], [1.9856, -0.0740, -0.6608], [1.0305, 0.2696, 2.5670], [-1.2354, -1.9009, 0.4089], [1.4301, -0.1211, -1.5944], [1.7396, 0.0642, 1.7677], [-0.4849, 2.7604, 0.1673], [-0.3472, -0.3082, 0.3389], [-3.0582, -0.5562, -3.1665], [2.6913, 0.7550, -0.7125]], "nbo_charge": [0.25, -0.43, 0.25, -0.21, 0.38, 0.25, 0.01, 0.52, -0.44, 0.24, 0.28, 0.23, -0.44, 0.33, -0.02, 0.52, 0.25]}

Record 3
{"formula": "C2H2FI", "method": "ωB97M-V with the def2-TZVPD basis set", "de_lowest_kj_mol": 456.1, "homo_lumo_gap_ev": [8.0, 8.2], "total_charge": 0, "e_homo_ev": [-8.55, -8.88], "total_energy_ev": -12918.421, "species": ["H", "I", "H", "F", "C", "C"], "xyz": [[-0.5567, -1.6125, 0.4728], [-2.7036, 0.1485, 0.0204], [0.8231, 1.5875, -0.3736], [1.8345, 0.0097, -0.1580], [-0.8311, -0.5963, -0.0349], [0.7585, 0.6970, 0.2039]], "nbo_charge": [0.20, 0.25, 0.12, -0.34, -0.52, 0.29]}

Record 4
{"formula": "C36H84O25P4", "method": "ωB97M-V with the def2-TZVPD basis set", "homo_lumo_gap_ev": 10.8, "total_charge": 0, "smiles": "CCOP(=O)(OCC)OCC.CCOP(=O)(OCC)OCC.CCOP(=O)(OCC)OCC.CCOP(=O)(OCC)OCC.CCOC(=O)OC.CCOC(=O)OC.CCOC(=O)OC", "e_homo_ev": -10.19, "total_energy_ev": -127042.333, "species": ["P", "H", "H", "H", "O", "H", "P", "H", "H", "H", "O", "H", "O", "C", "O", "C", "H", "O", "H", "H", "O", "H", "C", "O", "O", "H", "C", "H", "H", "H", "H", "H", "O", "O", "C", "H", "H", "C", "H", "H", "H", "C", "P", "O", "O", "C", "C", "C", "H", "C", "H", "H", "H", "O", "O", "H", "H", "H", "H", "H", "H", "C", "C", "H", "C", "C", "H", "C", "C", "C", "O", "O", "H", "H", "H", "C", "C", "O", "H", "H", "H", "H", "O", "C", "O", "C", "C", "H", "H", "H", "C", "H", "H", "H", "C", "H", "O", "H", "C", "H", "H", "H", "H", "C", "C", "O", "O", "C", "H", "C", "O", "C", "C", "O", "H", "C", "H", "H", "O", "H", "H", "H", "H", "H", "H", "C", "H", "H", "C", "H", "P", "H", "H", "H", "H", "C", "H", "H", "H", "H", "H", "H", "H", "H", "H", "H", "H", "H", "H"], "xyz": [[-5.2788, 4.3867, -0.8378], [2.6007, 0.4075, 4.6428], [-3.3108, -0.0600, 9.1115], [-7.5200, 4.5773, -3.4846], [-1.7181, -0.3576, -0.5612], [-5.8801, 2.8909, 1.4975], [-0.6162, -0.3264, 0.6195], [-6.8462, 7.2679, -3.5501], [1.9448, 3.2699, 0.5111], [-5.2729, -0.0587, 5.1616], [-4.8556, 2.9124, -0.4187], [-5.5001, 6.1934, -3.7442], [0.4852, -1.3767, 0.0850], [4.8755, -8.3136, -1.3873], [-2.7803, -0.0384, 6.2612], [-2.9109, -2.1570, 0.4379], [-3.4045, -1.4265, 1.0790], [-4.1150, 4.8936, -1.8945], [-0.1977, 0.9675, -7.8606], [-2.3839, -0.0469, 4.1752], [4.4910, -2.6432, 4.0655], [-1.5946, -2.0780, -1.3952], [-4.4189, -0.6445, 4.8217], [6.4483, -1.1438, 5.1298], [4.8746, -0.1985, 3.2787], [-4.6486, -0.8643, 3.7791], [-2.3302, 1.0165, -8.4011], [-2.0031, -1.0451, 9.7179], [5.0398, -8.6555, -0.3655], [-4.4210, -1.6522, 5.2371], [-0.2653, -5.0430, -3.6129], [1.5997, -3.5733, -0.4906], [4.0476, -0.6293, 5.6494], [3.1609, -5.6096, -4.5081], [2.6803, -4.5835, -5.3227], [-5.9994, 7.0414, -2.2404], [-0.0110, -4.3560, -5.9734], [-3.1565, 0.2009, 4.9031], [6.6411, -0.3267, 2.4823], [-0.7023, -0.1350, -9.1129], [5.4247, 0.7784, 1.6226], [5.6316, -0.1803, 2.0980], [4.9581, -1.3197, 4.4875], [-1.2661, -0.6421, -7.1498], [-5.4718, 5.4637, 0.2237], [2.6468, 6.2218, 3.6651], [3.3283, -5.5120, -3.2124], [-1.8149, -4.0267, -8.9769], [4.5566, 6.8201, 3.3730], [3.8159, -7.1980, -1.4964], [3.5432, -3.9215, -5.3953], [8.6372, -0.9097, 6.5646], [3.7518, 8.1335, 4.2472], [-1.2500, -2.7446, -5.7886], [3.1385, -4.5100, -2.4787], [-2.1383, 3.5316, -1.6362], [-2.2435, 1.8073, -9.1462], [-3.0397, 2.1862, -2.0875], [-7.9178, 5.3838, -2.0358], [2.7668, -2.3106, -0.5361], [-5.5935, 1.3251, 0.6696], [0.4787, 7.0292, 2.9375], [-1.0178, 0.3220, -8.1750], [3.4389, 7.9364, 2.5334], [-0.6355, -4.0983, -4.0111], [-0.9475, -4.0966, -5.4797], [-2.0082, 8.8427, 3.1199], [3.6323, 7.3916, 3.4575], [-5.2078, 2.3286, 0.8495], [1.5541, 3.0153, 1.4963], [0.0451, 1.2297, 0.5294], [-1.1417, -0.5357, 2.0231], [-3.6297, -2.9238, 0.1492], [2.1928, -2.4979, 5.5658], [-3.3726, 1.2495, 4.6986], [-2.7246, 3.1552, -2.4745], [5.2890, -1.2769, 1.0969], [-0.6167, 0.7721, 6.0058], [4.3647, -1.0723, 0.5567], [0.2085, -3.5105, -3.6503], [6.0854, -1.0773, 0.3799], [5.8187, -7.9490, -1.7943], [-2.1204, -2.8668, -8.2334], [1.1353, -2.2308, 1.0014], [0.7724, 6.9401, 1.7356], [-3.7776, 4.0833, -2.9660], [-2.4710, -0.6825, 8.8027], [2.8100, -3.5267, 0.8057], [-1.3822, -4.7384, -8.2739], [-2.7320, -4.4781, -9.3556], [-3.9209, 2.1740, 1.5457], [0.8580, -1.5381, 5.0213], [5.2692, -2.2337, 1.6186], [-1.5125, -3.8016, -3.4358], [-1.5952, 0.3975, 6.7215], [-3.4391, 3.1479, 1.4584], [-0.7677, 7.4055, 3.4789], [3.0763, 5.6394, 4.4803], [-2.4027, -1.5585, -0.8804], [7.4596, -0.5048, 7.5431], [-1.5424, -2.9459, -10.8442], [0.4095, -2.8954, 1.4700], [-2.0637, 2.8906, -3.3000], [-1.0219, -3.7102, -10.2671], [2.6715, -0.4497, 5.3123], [3.7134, -6.8249, -2.8142], [1.3693, 6.7867, 3.9087], [-1.8531, 7.8597, 2.6752], [4.5967, -9.3099, -1.7304], [-7.0649, 5.1393, -2.6690], [-1.4222, -0.1725, 7.9551], [6.7277, -2.0262, 6.2025], [7.8328, -1.4236, 7.0908], [-6.4590, 4.0807, -1.9329], [-3.6172, 4.7595, -3.8057], [2.1823, -2.9170, 0.1559], [-1.5132, 8.0480, 1.6569], [4.1100, -6.4471, -0.7631], [0.5006, -2.3946, -7.6634], [2.0427, -1.9494, 3.8032], [8.0769, -2.1219, 7.8913], [2.0952, 1.0878, 1.1493], [-1.0134, -4.6080, -10.8851], [-3.0596, -1.4972, 8.3808], [5.8392, -2.2900, 6.7761], [1.1633, 1.5483, 1.4773], [-3.0348, 0.2303, -8.6723], [-3.2632, -1.3586, -1.5190], [1.9218, -1.7125, 4.8603], [-0.0273, -3.3147, -10.0611], [-0.9223, -2.1915, -7.2836], [2.4566, -4.8819, -6.3469], [2.2923, -0.0820, 6.2657], [-2.7485, 7.2429, 2.7524], [2.4129, 3.1917, 2.1439], [-6.3311, 6.4303, -3.0798], [-4.0730, 1.9740, 2.6063], [2.8545, -7.6507, -1.2539], [-1.7134, -4.6785, -5.9923], [0.9260, 1.0994, 2.4418], [2.7210, 5.5040, 2.8481], [0.8246, 3.8061, 1.6713], [-2.7202, 1.4085, -7.4617], [-2.1945, -2.6873, 1.0653], [-3.3406, 1.4258, 1.0058], [-4.6653, 3.4980, -3.2059], [7.2121, -2.8837, 5.7354], [1.5155, -1.6025, 1.8069], [1.9198, -3.9052, -4.9359]], "mulliken_charge": [0.82, 0.22, 0.31, 0.32, -0.43, 0.46, 0.47, 0.40, 0.37, 0.35, 0.04, 0.16, -0.17, -1.29, -0.20, -1.15, 0.22, -0.30, 0.32, -0.10, -0.68, 0.19, -1.25, -0.39, -0.15, 0.33, -1.06, 0.29, 0.41, 0.38, 0.48, 0.40, -0.40, -0.29, -0.60, 0.30, 0.19, 0.28, 0.33, 0.29, 0.34, -0.50, 0.92, -0.33, -0.73, 0.03, 0.72, -0.10, 0.35, -0.04, 0.38, 0.34, 0.30, -0.25, -0.60, 0.26, 0.37, 0.24, 0.33, 0.27, 0.22, 0.78, -0.24, 0.30, -1.52, -0.06, 0.26, -1.14, -0.56, -1.61, -0.36, -0.25, 0.50, 0.41, 0.21, -1.15, -0.73, -0.52, -0.03, 0.37, 0.42, 0.32, -0.35, 0.85, -0.59, -0.26, -0.68, 0.45, 0.21, 0.34, -0.39, 0.20, 0.33, 0.34, 0.69, 0.33, -0.32, 0.39, -0.19, 0.35, 0.29, 0.30, 0.43, -1.19, -0.08, -0.28, -0.33, -0.63, 0.31, -0.40, -0.31, -0.13, -1.35, -0.43, 0.40, -1.54, 0.33, 0.22, -0.68, -0.02, 0.36, 0.01, 0.41, 0.29, 0.35, 0.32, 0.27, 0.45, -0.56, 0.31, 0.98, 0.23, 0.23, 0.24, 0.30, -0.89, -0.01, 0.25, 0.38, 0.26, 0.05, 0.42, 0.26, 0.23, 0.10, 0.33, 0.26, -0.42, 0.19]}

Record 5
{"formula": "C3H4FN2O", "method": "ωB97M-V with the def2-TZVPD basis set", "de_lowest_kj_mol": 538.3, "homo_lumo_gap_ev": [8.7, 6.6], "total_charge": 1, "e_homo_ev": [-15.69, -15.69], "total_energy_ev": -10908.443, "species": ["C", "H", "H", "H", "N", "O", "N", "H", "F", "C", "C"], "xyz": [[-0.9469, 1.1376, 0.5777], [-1.1810, 0.8375, -1.3822], [2.2725, -0.8894, -0.4367], [-1.8162, -1.6837, -0.7978], [-1.2016, 0.4206, -0.5122], [1.8635, -0.0457, -0.1467], [-0.9741, 0.3753, 1.6505], [1.7440, 0.0131, 0.7753], [-0.5246, 2.3675, 0.5050], [-1.6293, -0.8323, -0.0137], [-1.4271, -0.7331, 1.2753]], "nbo_charge": [0.89, 0.46, 0.50, 0.30, -0.52, -0.97, -0.42, 0.47, -0.18, 0.06, 0.41]}

Record 6
{"formula": "C3H5ClNOPS2", "method": "ωB97M-V with the def2-TZVPD basis set", "de_lowest_kj_mol": 286.5, "homo_lumo_gap_ev": [6.7, 6.7], "total_charge": 0, "e_homo_ev": [-9.66, -9.62], "total_energy_ev": -50209.239, "species": ["H", "S", "H", "C", "Cl", "C", "H", "P", "H", "N", "O", "H", "S", "C"], "xyz": [[-2.3953, -1.1737, -1.6454], [-0.1721, -2.0680, -1.6729], [1.3580, 1.9378, -0.0618], [-1.1458, 0.1657, -0.1953], [0.6687, -2.4373, 1.4186], [0.7623, 1.4202, 0.8252], [-1.8382, -1.8842, 0.0209], [1.1195, -1.2672, -0.1914], [1.5182, 1.1360, 1.5249], [0.2186, 0.2048, 0.1817], [-1.9155, 1.0375, 0.0414], [-0.0806, 1.8502, 1.2503], [3.4971, 2.2094, -0.6688], [-1.5949, -1.1313, -0.8273]], "nbo_charge": [0.27, -0.07, 0.19, 0.66, -0.32, -0.38, 0.26, 0.86, 0.21, -0.75, -0.56, 0.24, -0.03, -0.60]}

Repeat the second record exactly.
{"formula": "C5H7Br3N2", "method": "ωB97M-V with the def2-TZVPD basis set", "de_lowest_kj_mol": 33.7, "homo_lumo_gap_ev": 9.5, "total_charge": 2, "e_homo_ev": -17.10, "total_energy_ev": -218384.314, "species": ["H", "N", "H", "N", "C", "H", "C", "Br", "C", "H", "Br", "H", "C", "Br", "C", "H", "H"], "xyz": [[2.5362, 0.8069, 1.8035], [-3.3625, -0.4447, -2.2069], [2.1767, -0.9228, 1.9227], [1.0782, 0.1177, 0.4672], [-3.8837, -0.3105, -1.1839], [2.5454, -1.0002, -0.5308], [-0.1234, 0.9819, 0.2998], [-4.7184, -0.1172, 0.3129], [1.9856, -0.0740, -0.6608], [1.0305, 0.2696, 2.5670], [-1.2354, -1.9009, 0.4089], [1.4301, -0.1211, -1.5944], [1.7396, 0.0642, 1.7677], [-0.4849, 2.7604, 0.1673], [-0.3472, -0.3082, 0.3389], [-3.0582, -0.5562, -3.1665], [2.6913, 0.7550, -0.7125]], "nbo_charge": [0.25, -0.43, 0.25, -0.21, 0.38, 0.25, 0.01, 0.52, -0.44, 0.24, 0.28, 0.23, -0.44, 0.33, -0.02, 0.52, 0.25]}

Which formula does entry 1 have? C33H60FNSb2Si2Tl